ORCA calculation (the ωB97M-V functional and the def2-TZVPD basis) on a structure of composition C58H48Cl3IIrN3OP2S at a distorted geometry.

Summary:
<S²>: 0.808
HOMO-LUMO gap (spin up / spin down): 3.85 / 3.15 eV
LUMO (spin up / spin down): -10.186 / -10.897 eV
E_tot: -5340.96247 a.u.
Relative energy (zero: lowest compared OMol25 entry of this formula, charge and spin): 384.5 kJ/mol

```
! RIJCOSX wB97M-V def2-TZVPD def2/J DEFGRID3
* xyz 3 2
Ir -0.166 -0.193 -0.205
C 1.499 3.230 -0.657
N 2.437 2.527 -1.467
C 3.224 1.507 -0.846
P 2.307 0.095 0.009
C 2.356 0.474 1.781
C 2.926 1.556 2.350
C 3.098 1.682 3.771
C 2.506 0.827 4.616
C 1.538 -0.154 4.094
C 1.672 -0.576 2.620
C 3.669 -1.112 -0.121
C 3.916 -1.651 -1.385
C 4.977 -2.515 -1.573
C 5.785 -2.860 -0.498
C 5.534 -2.336 0.761
C 4.480 -1.460 0.957
C 2.873 3.099 -2.659
C 4.228 3.066 -3.035
C 4.657 3.763 -4.145
C 3.758 4.484 -4.921
C 2.406 4.476 -4.590
C 1.966 3.791 -3.478
P -0.125 2.336 -0.214
C -0.905 2.129 -1.846
C -0.292 1.242 -2.744
C -0.920 0.916 -3.934
C -2.165 1.453 -4.229
C -2.788 2.303 -3.328
C -2.171 2.630 -2.132
C -0.990 3.746 0.533
C -1.085 4.971 -0.127
C -1.661 6.055 0.505
C -2.153 5.925 1.796
C -2.109 4.697 2.437
C -1.528 3.608 1.810
H 1.235 4.171 -1.143
H 1.944 3.468 0.318
H 3.905 1.922 -0.092
H 3.826 1.008 -1.613
H 3.380 2.330 1.749
H 3.778 2.437 4.126
H 2.660 0.871 5.679
H 1.380 -1.003 4.758
H 2.023 -1.587 2.395
H 3.268 -1.390 -2.213
H 5.173 -2.916 -2.556
H 6.614 -3.533 -0.640
H 6.166 -2.595 1.597
H 4.310 -1.038 1.937
H 4.960 2.565 -2.424
H 5.708 3.771 -4.393
H 4.104 5.050 -5.771
H 1.695 5.006 -5.204
H 0.911 3.764 -3.254
H 0.716 0.875 -2.555
H -0.439 0.246 -4.632
H -2.651 1.203 -5.159
H -3.766 2.702 -3.546
H -2.674 3.264 -1.419
H -0.730 5.075 -1.143
H -1.725 7.001 -0.008
H -2.580 6.780 2.295
H -2.531 4.595 3.426
H -1.509 2.640 2.295
I -2.993 -0.308 -0.036
C -2.856 -2.446 -0.240
C -4.040 -3.143 -0.264
C -4.013 -4.537 -0.348
C -2.806 -5.192 -0.381
C -1.589 -4.482 -0.358
C -0.358 -5.168 -0.379
C 0.827 -4.476 -0.379
C 0.817 -3.082 -0.334
C -0.355 -2.334 -0.309
C -1.587 -3.052 -0.305
H -4.987 -2.623 -0.214
H -4.940 -5.086 -0.380
H -2.767 -6.268 -0.429
H -0.363 -6.247 -0.391
H 1.772 -4.997 -0.410
H 1.776 -2.583 -0.322
Cl -0.786 -5.928 7.124
C -0.798 -4.214 7.085
C 0.400 -3.499 7.122
C 0.375 -2.120 7.049
C -0.822 -1.412 6.971
C -0.842 0.094 6.911
C -1.488 0.642 5.576
N -1.018 0.012 4.394
C -1.390 -1.207 3.908
C -0.654 -1.519 2.814
N 0.189 -0.448 2.467
C 0.131 0.416 3.664
O 0.444 0.636 7.042
C 0.553 1.828 7.826
C 1.561 2.755 7.214
C 2.912 2.742 7.508
Cl 3.715 1.699 8.582
S 3.786 3.959 6.628
C 2.344 4.464 5.859
C 1.253 3.748 6.262
C -2.017 -2.148 6.986
Cl -3.555 -1.356 6.959
C -2.006 -3.531 7.028
H 1.336 -4.028 7.201
H 1.301 -1.567 7.086
H -1.499 0.458 7.713
H -1.230 1.704 5.531
H -2.569 0.516 5.643
H -2.192 -1.759 4.357
H -0.687 -2.412 2.220
H 0.164 1.488 3.458
H 0.871 1.550 8.836
H -0.411 2.346 7.887
H 2.370 5.278 5.162
H 0.257 3.950 5.908
H -2.932 -4.083 7.008
*
```

Atom charges from the Löwdin analysis, given in e for atoms 1 to 99: 0.633, -0.257, -0.201, -0.253, 1.011, -0.343, -0.039, -0.033, 0.012, -0.100, -0.203, -0.384, -0.113, -0.042, -0.033, -0.040, -0.067, -0.236, -0.023, -0.061, -0.061, -0.061, -0.038, 0.981, -0.448, -0.161, -0.041, -0.032, -0.036, -0.115, -0.379, -0.086, -0.033, -0.036, -0.060, -0.103, 0.094, 0.096, 0.110, 0.095, 0.102, 0.097, 0.102, 0.150, 0.158, 0.118, 0.122, 0.122, 0.121, 0.105, 0.105, 0.116, 0.113, 0.114, 0.095, 0.081, 0.123, 0.123, 0.124, 0.107, 0.115, 0.124, 0.122, 0.112, 0.078, 1.162, -0.516, -0.098, -0.005, 0.040, -0.145, 0.053, -0.008, -0.088, -0.241, -0.261, 0.112, 0.133, 0.137, 0.140, 0.128, 0.048, 0.742, -0.663, -0.072, -0.020, -0.190, -0.274, -0.068, -0.001, 0.039, -0.049, 0.020, -0.145, -0.119, -0.127, -0.335, -0.972, 0.722